C48H109NO15S | ωB97M-V/def2-TZVPD

Cartesian coordinates (Å):
C (1.306, 1.366, 4.240)
C (1.513, 0.360, 3.563)
C (2.100, -0.634, 2.466)
C (3.279, 0.022, 1.612)
C (4.634, -0.299, 2.383)
C (4.766, 0.347, 3.793)
C (4.847, 0.746, 4.951)
S (6.172, 0.249, 1.464)
O (7.331, -0.622, 1.716)
O (6.519, 1.602, 1.947)
O (5.709, 0.369, -0.115)
C (4.798, -0.693, -0.496)
C (5.337, -2.166, -0.226)
C (6.818, -2.285, -0.881)
C (6.892, -3.344, -2.069)
N (8.114, -4.219, -1.898)
C (3.273, -0.445, 0.048)
C (2.762, 0.784, -0.792)
C (1.230, 1.167, -0.841)
C (0.529, 1.533, 0.541)
C (-0.649, 2.589, 0.196)
C (-1.988, 2.314, 1.005)
C (-2.671, 0.903, 0.714)
C (-3.994, 0.966, -0.175)
C (-5.259, 0.453, 0.676)
C (-6.579, 0.445, -0.218)
C (-6.645, -0.745, -1.280)
C (-7.880, -1.739, -1.053)
C (-7.498, -3.004, -0.147)
O (-8.657, -3.666, 0.411)
C (-8.695, -5.058, 0.079)
O (2.662, -1.712, 0.012)
C (1.805, -2.091, -1.053)
C (2.351, -2.038, -2.539)
C (3.068, -3.431, -2.948)
H (1.234, 2.373, 4.737)
H (2.493, -1.521, 3.057)
H (1.187, -0.916, 1.853)
H (3.129, 1.151, 1.695)
H (4.648, -1.429, 2.557)
H (5.146, 1.282, 5.901)
H (4.721, -0.618, -1.635)
H (5.470, -2.432, 0.863)
H (4.731, -2.973, -0.754)
H (7.193, -1.303, -1.292)
H (7.537, -2.597, -0.057)
H (6.001, -4.045, -2.092)
H (6.909, -2.824, -3.087)
H (8.020, -4.566, -0.926)
H (7.917, -5.029, -2.512)
H (3.295, 1.706, -0.367)
H (3.120, 0.765, -1.880)
H (1.189, 2.144, -1.445)
H (0.572, 0.466, -1.460)
H (1.201, 2.029, 1.297)
H (-0.002, 0.607, 0.910)
H (-0.271, 3.615, 0.508)
H (-0.849, 2.637, -0.927)
H (-1.695, 2.320, 2.124)
H (-2.787, 3.108, 0.821)
H (-1.951, 0.175, 0.202)
H (-2.920, 0.431, 1.721)
H (-4.176, 1.963, -0.673)
H (-3.877, 0.192, -1.011)
H (-5.419, 1.101, 1.602)
H (-5.095, -0.604, 1.078)
H (-6.708, 1.435, -0.760)
H (-7.460, 0.319, 0.494)
H (-5.678, -1.333, -1.376)
H (-6.826, -0.257, -2.296)
H (-8.806, -1.201, -0.667)
H (-8.149, -2.177, -2.076)
H (-6.968, -3.770, -0.807)
H (-6.831, -2.633, 0.702)
H (-7.683, -5.572, 0.172)
H (-9.085, -5.254, -0.981)
H (-9.397, -5.617, 0.774)
H (0.789, -1.578, -0.908)
H (1.551, -3.196, -0.879)
H (2.982, -1.150, -2.813)
H (1.429, -1.991, -3.216)
H (2.608, -3.777, -3.937)
H (4.175, -3.317, -3.134)
H (2.843, -4.263, -2.210)
C (-0.773, 5.604, 4.620)
C (-1.852, 5.104, 3.678)
O (-1.865, 3.680, 3.654)
H (0.208, 5.236, 4.308)
H (-0.750, 6.696, 4.642)
H (-0.945, 5.235, 5.635)
H (-1.666, 5.455, 2.663)
H (-2.838, 5.458, 3.990)
H (-2.041, 3.374, 4.553)
C (-9.886, 2.135, -3.966)
C (-9.400, 2.321, -2.543)
O (-7.977, 2.400, -2.510)
H (-9.461, 1.225, -4.400)
H (-10.975, 2.067, -4.002)
H (-9.564, 2.969, -4.597)
H (-9.703, 1.476, -1.922)
H (-9.812, 3.237, -2.107)
H (-7.714, 3.154, -3.053)
C (8.217, 0.306, -5.014)
C (6.710, 0.142, -5.015)
O (6.267, -0.364, -3.759)
H (8.706, -0.650, -4.814)
H (8.569, 0.688, -5.975)
H (8.530, 0.996, -4.226)
H (6.402, -0.563, -5.789)
H (6.213, 1.100, -5.204)
H (6.534, 0.270, -3.079)
C (11.189, -5.008, -3.561)
C (10.583, -4.064, -4.579)
O (11.362, -4.055, -5.773)
H (12.213, -4.710, -3.323)
H (10.602, -5.017, -2.640)
H (11.238, -6.027, -3.957)
H (10.556, -3.046, -4.188)
H (9.561, -4.366, -4.830)
H (11.375, -4.956, -6.119)
C (-13.850, 4.429, -6.163)
C (-12.657, 3.494, -6.154)
O (-12.834, 2.478, -5.173)
H (-13.983, 4.890, -5.181)
H (-13.723, 5.217, -6.908)
H (-14.769, 3.880, -6.385)
H (-11.744, 4.041, -5.910)
H (-12.525, 3.020, -7.132)
H (-13.639, 1.992, -5.399)
C (5.684, 4.275, 8.816)
C (4.624, 3.776, 7.853)
O (4.614, 2.352, 7.823)
H (6.671, 3.911, 8.521)
H (5.704, 5.367, 8.843)
H (5.495, 3.902, 9.827)
H (4.828, 4.133, 6.842)
H (3.631, 4.129, 8.150)
H (4.424, 2.043, 8.718)
C (9.658, -4.105, 2.274)
C (10.809, -4.426, 1.340)
O (10.399, -4.284, -0.016)
H (8.810, -4.767, 2.079)
H (9.958, -4.217, 3.316)
H (9.305, -3.081, 2.116)
H (11.144, -5.455, 1.485)
H (11.657, -3.757, 1.523)
H (10.113, -3.369, -0.140)
C (-16.208, 0.384, -2.644)
C (-16.809, 1.341, -3.654)
O (-16.040, 1.341, -4.853)
H (-15.178, 0.666, -2.415)
H (-16.787, 0.380, -1.717)
H (-16.179, -0.633, -3.044)
H (-16.817, 2.358, -3.260)
H (-17.838, 1.057, -3.897)
H (-16.045, 0.441, -5.203)
C (9.648, -5.182, 7.352)
C (9.155, -4.531, 6.074)
O (8.695, -5.521, 5.160)
H (10.458, -5.883, 7.137)
H (10.009, -4.432, 8.059)
H (8.847, -5.757, 7.827)
H (9.962, -3.977, 5.592)
H (8.335, -3.836, 6.282)
H (7.976, -6.001, 5.589)
C (-5.715, 4.994, 0.466)
C (-5.340, 6.101, 1.433)
O (-3.924, 6.219, 1.523)
H (-5.289, 4.041, 0.791)
H (-6.800, 4.889, 0.394)
H (-5.314, 5.199, -0.531)
H (-5.722, 5.882, 2.432)
H (-5.753, 7.061, 1.108)
H (-3.591, 6.422, 0.640)

- HOMO (eV) = -9.05
- charge = 0
- lowest unoccupied orbital energy (eV) = 0.6
- E_tot (hartree) = -3475.32916
- multiplicity = 1
- SMILES = C#CC[C@H]1[C@H](C#C)S(=O)(=O)O[C@@H](CCCN)[C@@]1(CCCCCCCCCCCCOC)OCCC.CCO.CCO.CCO.CCO.CCO.CCO.CCO.CCO.CCO.CCO

Results of the Löwdin charge analysis, in e, for atoms 1 through 99:
1 C 0.069
2 C -0.116
3 C -0.123
4 C -0.175
5 C -0.256
6 C -0.105
7 C 0.133
8 S 0.740
9 O -0.290
10 O -0.301
11 O -0.204
12 C -0.252
13 C -0.093
14 C -0.152
15 C -0.264
16 N -0.023
17 C -0.335
18 C -0.119
19 C -0.185
20 C -0.181
21 C -0.193
22 C -0.205
23 C -0.202
24 C -0.201
25 C -0.218
26 C -0.212
27 C -0.203
28 C -0.178
29 C -0.221
30 O -0.223
31 C -0.145
32 O -0.126
33 C -0.195
34 C -0.181
35 C -0.104
36 H 0.053
37 H 0.123
38 H 0.108
39 H 0.142
40 H 0.142
41 H 0.051
42 H 0.137
43 H 0.106
44 H 0.107
45 H 0.103
46 H 0.096
47 H 0.089
48 H 0.104
49 H 0.060
50 H 0.072
51 H 0.142
52 H 0.120
53 H 0.113
54 H 0.112
55 H 0.105
56 H 0.086
57 H 0.106
58 H 0.107
59 H 0.095
60 H 0.103
61 H 0.099
62 H 0.109
63 H 0.105
64 H 0.102
65 H 0.110
66 H 0.108
67 H 0.087
68 H 0.109
69 H 0.108
70 H 0.102
71 H 0.113
72 H 0.110
73 H 0.120
74 H 0.126
75 H 0.091
76 H 0.097
77 H 0.091
78 H 0.117
79 H 0.132
80 H 0.089
81 H 0.116
82 H 0.076
83 H 0.050
84 H 0.078
85 C -0.090
86 C -0.316
87 O -0.115
88 H 0.071
89 H 0.074
90 H 0.071
91 H 0.104
92 H 0.106
93 H 0.090
94 C -0.088
95 C -0.308
96 O -0.108
97 H 0.080
98 H 0.054
99 H 0.072